A structure of composition C28H34BClN11OPtS4. Source: OMol25; level of theory: ωB97M-V with the def2-TZVPD basis set.

XYZ file:
```
81
Properties=species:S:1:pos:R:3:forces:R:3
Pt -2.043950 -2.611489 0.098269 0.02 -0.06 0.07
C 0.154455 -3.244599 -3.566070 0.00 0.01 -0.01
C -0.155895 -3.573326 -2.251038 0.02 0.00 0.01
N -1.009124 -2.680112 -1.749970 0.01 -0.02 -0.04
N -1.265788 -1.772253 -2.719357 -0.07 0.01 0.00
C -0.581012 -2.102948 -3.824115 0.04 0.01 -0.01
B -2.444744 -0.767898 -2.526633 0.03 -0.06 -0.03
N -2.168008 0.049246 -1.226693 -0.11 0.02 0.05
C -2.161379 1.384293 -1.085663 0.04 -0.01 -0.01
C -1.941341 1.685358 0.244400 0.02 0.02 -0.02
C -1.823557 0.448773 0.873546 0.04 -0.02 0.01
N -1.958901 -0.521928 -0.025890 0.02 0.03 -0.04
N -3.725032 -1.611055 -2.354539 0.03 0.00 -0.01
C -4.693752 -1.946410 -3.232669 0.00 0.00 0.00
C -5.512145 -2.886348 -2.647239 0.01 0.00 -0.01
C -4.951075 -3.105934 -1.388231 0.01 -0.01 0.00
N -3.881138 -2.338363 -1.225702 -0.05 0.00 0.03
N -2.561957 0.207955 -3.666367 0.04 0.03 0.01
C -3.653270 0.940073 -4.025113 0.01 -0.02 0.01
C -3.236099 1.944437 -4.854270 0.00 0.03 -0.03
C -1.842504 1.766942 -4.937090 0.03 -0.03 0.02
N -1.433505 0.741997 -4.210159 0.00 0.00 0.00
H 0.801859 -3.775343 -4.241375 0.00 0.00 0.00
H 0.182445 -4.406050 -1.655094 -0.01 -0.01 0.00
H -0.661219 -1.496336 -4.709288 -0.01 -0.01 0.01
H -2.312320 2.028018 -1.936722 -0.02 0.00 0.00
H -1.898599 2.661419 0.694459 0.00 0.00 0.01
H -1.644578 0.221004 1.910970 0.00 0.00 0.03
H -4.737541 -1.502394 -4.212191 0.00 0.00 0.00
H -6.387169 -3.346454 -3.070222 0.00 0.00 0.00
H -5.264209 -3.776307 -0.603709 0.00 0.00 0.00
H -4.637845 0.706518 -3.656438 0.00 0.00 0.00
H -3.843417 2.687894 -5.339620 0.00 0.00 0.00
H -1.129141 2.341328 -5.507262 0.00 0.01 0.00
S -3.215267 -2.318382 2.107775 0.03 0.10 -0.17
S -3.441623 -3.907268 3.179966 -0.04 -0.02 0.13
S -2.605388 -5.833110 1.654616 0.01 -0.13 0.05
S -2.058640 -4.953762 0.029010 0.01 0.14 -0.12
C 1.999036 1.671234 5.597380 0.01 -0.01 0.00
C 2.503752 1.919953 4.167972 0.03 0.00 -0.01
C 2.232003 3.388840 3.821191 -0.01 -0.01 -0.01
C 4.021324 1.682378 4.174546 0.00 0.00 0.00
C 1.756973 0.982085 3.161900 -0.06 0.02 0.05
O 0.360168 0.919651 3.485072 0.01 -0.01 -0.10
C 1.785021 1.421777 1.678317 0.00 -0.02 0.00
C 3.156821 1.495384 0.958252 -0.05 -0.03 0.02
C 2.901753 1.585882 -0.500214 0.03 -0.02 -0.02
C 2.592926 2.836904 -1.103119 -0.01 0.00 0.00
C 2.337294 2.919833 -2.436132 -0.01 -0.02 0.01
C 2.378529 1.731439 -3.219454 0.02 0.05 -0.01
Cl 2.132350 1.830442 -4.866466 -0.06 -0.01 -0.02
C 2.665322 0.469256 -2.634494 -0.01 -0.03 0.00
C 2.923934 0.408116 -1.301630 -0.01 0.03 0.04
C 2.228949 -0.468876 3.325326 0.05 -0.01 -0.01
N 1.569448 -1.369972 2.392004 0.00 0.02 -0.01
C 0.306556 -1.788179 2.364389 -0.04 -0.06 0.05
N 0.092979 -2.485575 1.258207 -0.01 0.04 0.00
C 1.296153 -2.456024 0.629833 -0.01 -0.03 0.01
N 2.215766 -1.790004 1.281951 0.05 0.10 -0.06
H 2.585541 2.280233 6.285731 0.00 0.00 0.00
H 2.116350 0.632955 5.908635 0.00 0.00 0.00
H 0.952665 1.943164 5.726350 -0.01 0.01 0.01
H 2.629690 4.026035 4.610588 0.00 0.00 0.00
H 1.163909 3.615409 3.746660 0.00 0.00 0.00
H 2.709606 3.695327 2.888823 0.00 0.00 0.00
H 4.494195 2.445839 4.792663 0.00 0.00 0.00
H 4.480664 1.740748 3.188959 0.00 0.00 -0.02
H 4.280098 0.718503 4.614419 0.00 0.01 0.00
H 0.035389 1.812459 3.650370 0.01 0.00 0.04
H 1.290520 2.391488 1.600075 0.01 0.02 0.03
H 1.140604 0.722934 1.138971 0.01 -0.02 0.01
H 3.741881 0.601064 1.171055 0.02 0.00 0.01
H 3.706397 2.376074 1.290344 0.02 0.00 0.02
H 2.581847 3.728728 -0.489202 0.00 0.00 0.00
H 2.120471 3.861262 -2.921781 0.00 0.00 0.00
H 2.688498 -0.408193 -3.266279 0.00 0.00 0.01
H 3.166475 -0.530342 -0.821983 -0.01 -0.04 0.01
H 2.022497 -0.804840 4.338744 -0.03 0.01 0.00
H 3.292527 -0.578775 3.137951 0.00 0.02 -0.02
H -0.407653 -1.574552 3.142015 0.00 0.00 0.01
H 1.493145 -2.937250 -0.312220 0.00 0.00 -0.01
```
Forces are in eV/Å.

The calculation puts the LUMO energy (alpha / beta) at -0.210 / -0.347 Eh. The multiplicity is 6. The total charge is +2. Its HOMO energy (alpha / beta) is -12.84 / -13.96 eV. For the energy above the lowest of the compared OMol25 structures with the same formula, charge and spin, the calculation gives 0.0 kJ/mol. As for the calculated total energy: -3961.574399 Ha.

Results of the Mulliken charge analysis, in e, for atoms 1 through 5: number 1, Pt, carries 3.721; number 2, C, carries -1.732; number 3, C, carries -0.066; number 4, N, carries -1.825; number 5, N, carries 1.487

***

A structure of composition C28H34BaN3O2P at a distorted geometry. Source: OMol25; level of theory: ωB97M-V with the def2-TZVPD basis set.

XYZ file:
```
69
Properties=species:S:1:pos:R:3:forces:R:3
C 0.907276 2.666032 -4.610781 0.10 -0.02 0.39
C -0.376780 2.199030 -4.318770 0.05 -0.74 0.44
C -0.540356 1.138701 -3.393336 0.39 1.30 -0.92
C 0.574594 0.587762 -2.786831 -0.61 -1.69 1.77
C 1.841581 1.056163 -3.049204 0.07 1.24 -0.94
C 2.018781 2.130865 -3.943185 -0.15 -0.46 0.11
C -1.941696 0.719231 -3.017818 -0.20 -0.18 0.31
C -2.147943 -0.774360 -2.691086 -0.09 0.02 0.15
N -2.302546 -1.650841 -3.821009 -0.56 -0.05 -0.47
Ba 0.121527 -0.714234 -0.139212 0.02 0.60 -1.34
C 3.011272 0.431616 -2.318415 -0.19 -0.09 0.38
P 2.524544 -1.308522 -1.905988 0.17 0.28 -0.65
H -1.270709 2.639691 -4.765145 0.32 0.01 -0.12
H 3.019812 2.535987 -4.073196 -0.12 0.07 -0.30
H 1.037677 3.474475 -5.325884 0.02 -0.07 0.14
H 3.159826 0.961480 -1.366041 0.32 0.02 -0.15
H 3.930628 0.447607 -2.914031 0.04 0.04 0.23
H -2.222324 1.276598 -2.101477 0.04 -0.14 -0.37
H -2.637951 1.017142 -3.816675 0.02 -0.18 0.30
H -1.265282 -1.150522 -2.119951 -0.25 0.18 -0.09
C 3.974997 -2.024465 -1.066983 0.42 -0.15 0.04
C 2.670953 -2.013555 -3.577204 -0.22 -0.46 -0.27
H -3.048726 -0.870230 -2.048631 0.47 -0.04 -0.35
C -1.176100 -1.747662 -4.726847 0.11 -0.10 -0.11
C -2.864392 -2.947727 -3.493192 0.07 0.33 -0.05
H 0.831524 -2.982684 1.401408 -0.70 -0.48 -0.49
H -1.479540 -2.367044 -5.581292 0.07 0.19 0.11
H -0.876869 -0.759533 -5.091838 -0.07 -0.22 0.12
H -0.279058 -2.230367 -4.280946 -0.22 0.15 0.08
H -3.088216 -3.469597 -4.430231 -0.02 -0.03 0.25
H -2.187700 -3.587283 -2.892921 0.04 0.04 -0.04
H -3.789971 -2.808470 -2.924331 0.11 -0.09 -0.12
H 3.704426 -1.943621 -3.945245 -0.25 -0.08 0.09
H 2.337415 -3.059641 -3.557187 0.25 0.14 -0.11
H 2.001173 -1.477900 -4.260502 0.18 0.00 0.23
H 4.905701 -1.913146 -1.639121 -0.08 -0.07 0.26
H 4.077552 -1.566639 -0.073522 0.13 -0.03 -0.22
H 3.761456 -3.091178 -0.902722 0.19 0.22 -0.10
H 0.249083 -3.256593 0.976214 0.76 0.15 0.64
O -0.350538 3.764577 0.504777 -0.45 -0.79 0.93
C -0.707866 2.823517 1.185229 0.24 -0.13 -0.13
N -0.811755 2.786208 2.601233 0.36 0.80 -0.88
C -0.765599 1.408846 3.045455 0.27 0.31 0.39
C -1.252635 0.736490 1.750832 -0.15 -0.38 -0.64
O -1.638620 -0.476192 1.655867 0.53 1.36 0.61
N -1.090153 1.543874 0.701898 -0.07 -0.04 0.56
C 0.664004 0.994063 3.462730 -0.64 -0.34 -0.18
C 1.114448 -0.307673 3.194354 0.21 0.21 0.26
C 2.332302 -0.737457 3.731437 -0.12 -0.16 -0.14
C 3.054675 0.099446 4.581669 0.14 0.06 0.05
C 2.604765 1.398286 4.850455 -0.31 -0.12 -0.38
C 1.423116 1.861146 4.260981 0.28 -0.63 -0.06
C -1.787763 1.075181 4.103905 -0.02 -0.21 0.41
C -1.483904 0.297441 5.228264 -0.59 0.08 -0.55
C -2.534932 -0.241050 5.973102 0.09 0.11 0.05
C -3.857161 0.028319 5.630358 -0.26 -0.05 -0.07
C -4.148290 0.840072 4.526297 0.29 0.19 -0.07
C -3.106780 1.385281 3.774483 -0.44 -0.40 0.44
H -0.270217 3.502648 3.075298 -0.23 -0.27 -0.10
H 0.468699 -1.022312 2.655315 0.30 0.49 0.45
H 2.680859 -1.753835 3.495676 -0.06 0.52 0.28
H 3.972464 -0.265255 5.049831 -0.29 0.15 -0.20
H 3.154505 2.058204 5.520461 -0.03 -0.23 -0.19
H 1.087464 2.877778 4.458210 0.03 -0.28 0.04
H -0.450662 0.056575 5.467522 -0.25 0.02 0.00
H -2.299167 -0.907833 6.800971 -0.16 0.21 -0.07
H -4.676556 -0.413061 6.211215 0.39 0.17 -0.27
H -5.175627 1.025865 4.206215 0.26 -0.06 0.29
H -3.314733 1.994279 2.889090 0.06 -0.23 0.32
```
Forces are in eV/Å.

The calculation puts the LUMO energy at -0.004 Eh. The multiplicity is 1. Its HOMO energy is -6.58 eV. As for the calculated total energy: -1768.924537 Ha.

Results of the Mulliken charge analysis, in e, for atoms 1 through 5: number 1, C, carries -0.805; number 2, C, carries -0.733; number 3, C, carries -0.352; number 4, C, carries 1.388; number 5, C, carries 0.265

***

A structure of composition C28H34BrCl3N8O6SSiZr at a distorted geometry. Source: OMol25; level of theory: ωB97M-V with the def2-TZVPD basis set.

XYZ file:
```
83
Properties=species:S:1:pos:R:3:forces:R:3
Zr -0.323894 1.412184 0.003786 0.50 -0.29 -0.05
N -0.863194 1.356084 4.639886 -0.02 0.05 -0.05
C -0.537394 1.375284 3.306586 0.81 -0.01 -0.14
S -1.592394 2.202784 2.238386 0.07 0.13 -0.33
N 0.569006 0.752284 2.971786 -0.06 -0.22 1.14
N 1.006606 1.026384 1.701186 0.62 -0.42 0.48
C 2.289506 0.943084 1.530386 -0.25 0.15 0.74
C 2.980306 1.738684 0.566086 -0.32 0.50 -0.49
C 4.373606 1.657184 0.458586 -0.01 0.08 -0.12
C 5.091406 2.626984 -0.202714 0.12 -0.10 0.06
C 4.425706 3.740284 -0.715714 -0.20 0.07 -0.06
C 3.056506 3.847484 -0.634514 -0.13 -0.04 0.15
C 2.275406 2.830184 -0.043414 1.16 0.11 0.23
O 0.982406 2.931984 -0.016014 0.84 1.22 -0.29
H -1.518094 2.063984 4.928486 0.02 -0.08 0.02
H -0.102394 1.157884 5.270686 -0.01 0.05 -0.02
H 2.897306 0.471484 2.310786 -0.28 0.06 -0.05
H 4.883906 0.829884 0.933286 0.03 -0.08 0.04
H 6.164806 2.560684 -0.277714 0.13 -0.04 0.01
H 4.991206 4.535284 -1.181714 0.04 0.04 -0.05
H 2.537006 4.713484 -1.021814 -0.03 0.01 -0.05
C 2.528906 1.480084 -2.821514 -0.30 0.15 0.18
C 2.053406 0.266784 -2.067014 0.33 0.25 -0.38
O 1.241506 0.319884 -1.144314 0.07 0.08 -0.37
N 2.611406 -0.885416 -2.473114 0.09 -0.15 0.12
C 2.141506 -2.229416 -2.157614 -0.42 -0.09 0.11
C 2.127606 -2.656816 -0.703214 0.26 -0.26 -0.08
C 2.655406 -3.902616 -0.366814 -0.06 0.11 -0.01
C 2.576706 -4.328116 0.947286 -0.08 0.14 0.08
C 1.978506 -3.494616 1.877986 0.07 -0.07 -0.05
C 1.470306 -2.278516 1.443886 0.06 -0.20 0.26
N 1.538506 -1.872416 0.188286 0.09 -0.19 -0.10
H 1.822206 2.286884 -2.642914 0.07 -0.03 -0.09
H 2.584906 1.279884 -3.888014 0.01 -0.06 -0.11
H 3.511406 1.779684 -2.462014 0.09 0.00 0.05
H 3.236206 -0.825016 -3.264214 -0.13 0.11 0.19
H 2.777606 -2.921316 -2.714414 -0.14 0.09 0.02
H 1.114606 -2.326716 -2.534314 0.25 -0.05 0.00
H 3.112006 -4.532716 -1.114614 0.07 -0.02 -0.13
H 2.979406 -5.287716 1.236886 0.03 -0.07 0.03
H 1.910406 -3.779916 2.915686 -0.05 -0.01 0.13
H 0.978706 -1.595616 2.122886 -0.05 -0.02 0.18
C -1.472294 -4.669316 1.709286 0.03 -0.03 -0.11
N -2.039494 -3.395016 1.345486 -0.13 -0.36 0.03
C -3.207194 -3.449716 0.502586 -0.03 -0.02 0.02
C -1.923794 -2.306216 2.211486 0.23 0.24 0.38
N -1.602094 -1.179716 1.717586 0.01 0.24 0.29
N -2.077094 -2.586116 3.562386 0.12 -0.09 0.10
C -3.127294 -3.462816 4.032786 -0.02 -0.02 -0.02
C -1.698694 -1.580116 4.529386 0.01 -0.06 -0.17
H -0.957794 -5.086516 0.837386 0.01 -0.08 0.05
H -2.217694 -5.405316 2.040886 -0.02 0.00 0.04
H -0.743594 -4.523616 2.502886 0.02 -0.08 0.01
H -4.057294 -3.939916 1.003786 -0.02 -0.03 -0.01
H -2.983794 -4.013516 -0.402014 -0.09 0.03 -0.04
H -3.502094 -2.437416 0.241186 -0.02 0.04 -0.09
H -1.669894 -0.405216 2.372786 -0.25 -0.30 0.12
H -3.487894 -4.102816 3.235086 -0.01 -0.04 -0.03
H -3.976794 -2.880116 4.412086 0.00 -0.05 0.00
H -2.747194 -4.090016 4.844786 -0.10 -0.01 -0.02
H -2.437994 -0.772916 4.613686 0.07 -0.06 -0.03
H -0.739094 -1.150516 4.249286 -0.04 0.02 0.02
H -1.599594 -2.058016 5.504586 0.01 0.00 0.04
O -1.223994 -0.634016 -0.846014 0.05 0.20 0.37
O -2.007394 0.525184 -0.422214 -2.72 -1.00 -0.72
Br -3.562794 6.418184 -6.361314 0.09 -0.11 0.17
C -2.879194 5.334784 -4.950214 -0.14 0.14 -0.13
C -2.460794 4.046384 -5.235714 -0.03 0.09 -0.05
C -1.960994 3.267084 -4.210814 0.11 0.01 0.22
C -1.897794 3.762384 -2.912014 0.01 0.00 0.04
C -2.343494 5.051784 -2.642914 0.07 -0.23 0.06
C -2.826494 5.849084 -3.664314 -0.03 0.06 -0.13
C -1.322394 2.911684 -1.823214 -0.30 0.58 -1.17
O -1.610194 3.121484 -0.624414 -0.15 0.11 0.48
O -0.532394 1.978784 -2.140414 0.06 0.35 -0.09
H -2.515694 3.661084 -6.242314 -0.03 0.01 -0.06
H -1.617894 2.265284 -4.410214 0.05 -0.09 -0.01
H -2.297394 5.421284 -1.630714 0.00 0.05 0.12
H -3.154994 6.858584 -3.468014 -0.04 0.04 0.00
Cl -0.999794 -0.290616 -3.800014 -0.02 -0.23 -0.60
Si -1.880694 -1.197916 -2.221014 0.30 0.22 -0.14
Cl -1.309494 -3.134716 -2.307514 -0.02 -0.39 -0.05
Cl -3.865994 -0.990716 -2.299114 -0.35 -0.06 -0.10
```
Forces are in eV/Å.

The calculation puts the LUMO energy at 0.006 Eh. The multiplicity is 1. Its HOMO energy is -7.60 eV. For the energy above the lowest of the compared OMol25 structures with the same formula, charge and spin, the calculation gives 433.4 kJ/mol. As for the calculated total energy: -6666.508806 Ha.

Results of the Mulliken charge analysis, in e, for atoms 1 through 5: number 1, Zr, carries 0.944; number 2, N, carries -0.273; number 3, C, carries 0.035; number 4, S, carries -0.578; number 5, N, carries -1.050